Record 1
C5H6N2O2 | the ωB97M-V functional and the def2-TZVPD basis

Positions of all 15 atoms, in Å:
O  -3.2955  0.7110  1.1386
O  -0.4404  1.3276  0.4590
N  -0.9339  3.4314  0.8600
N  -3.8244  4.1248  2.0413
C  -2.8802  2.0167  1.2298
C  -4.5981  0.6953  1.4585
C  -3.8949  2.7979  1.7534
C  -5.0359  1.9287  1.8374
C  -1.6349  2.4079  0.6429
H  -5.1220  -0.2431  1.2996
H  0.1205  2.9301  0.6990
H  -6.0563  2.2153  2.0764
H  -0.8059  0.4896  0.7679
H  -2.9779  4.6112  1.7719
H  -4.6830  4.6501  2.1107

As for the HOMO energy: -0.3019 Eh. As for the energy above the lowest of the compared OMol25 structures with the same formula, charge and spin: 288.4 kJ/mol. The LUMO energy is 0.6 eV.

***

Record 2
C31H27AlClN5 | the ωB97M-V functional and the def2-TZVPD basis

Positions of all 65 atoms, in Å:
Cl  2.7542  1.6679  -0.7123
Al  0.2705  -0.1881  -0.1331
N  -1.0981  3.6509  0.4935
N  -0.1943  -0.3387  -2.2284
N  -0.6220  1.5506  0.0110
N  -0.1221  -0.4791  1.9792
N  -1.0788  -1.6184  -0.1409
C  3.7174  0.5653  0.2525
C  -2.9097  1.0107  -1.0175
C  -4.1318  1.5852  -1.2951
C  1.9648  -1.2013  -0.2042
C  -2.1166  -3.3627  -1.3566
C  -1.5910  -2.0753  1.0061
C  -1.3132  -2.2367  -1.3044
C  0.1942  -0.1121  -4.5689
C  -0.0649  -0.0226  4.3143
C  -1.6835  -1.5446  3.4557
C  4.8822  1.0367  0.8284
C  -3.4742  3.7266  -0.3699
C  -0.7094  -1.5687  -2.4803
C  -0.2425  -1.3937  -4.8027
C  3.2344  -0.7250  0.4339
C  5.1706  -1.1138  1.8488
C  -0.1811  2.6863  0.5295
C  0.2065  0.4063  -3.2709
C  -1.9469  1.8117  -0.4011
C  -2.2454  3.1369  -0.0946
C  0.4405  0.1434  3.0253
C  4.0009  -1.5565  1.2507
C  -1.1406  -1.3355  2.2067
C  0.6387  1.8267  -3.0888
C  -2.4100  -3.1915  1.0220
C  -4.4139  2.9240  -0.9771
C  1.6606  0.9783  2.8151
C  -1.1398  -0.8549  4.5317
C  -0.7330  -2.1348  -3.7334
C  5.6166  0.1835  1.6374
C  -2.6714  -3.8357  -0.1771
H  -2.7233  -0.0192  -1.2775
H  -2.8181  -3.5640  1.9488
H  0.4024  0.5020  5.1361
H  0.1645  2.4386  -3.8563
H  5.7427  -1.7864  2.4730
H  1.7162  1.9179  -3.2225
H  5.2090  2.0511  0.6458
H  3.6696  -2.5753  1.4109
H  2.5474  0.4004  3.0868
H  0.3662  2.2210  -2.1163
H  -5.3866  3.3307  -1.2153
H  -4.8969  0.9895  -1.7735
H  -3.3048  -4.7124  -0.1928
H  -2.5116  -2.2221  3.5975
H  6.5331  0.5326  2.0920
H  -0.9596  4.5941  0.8221
H  0.5333  0.5149  -5.3818
H  -1.1244  -3.1285  -3.8891
H  1.7037  -2.1646  0.2497
H  -0.2340  -1.8096  -5.8009
H  1.6394  1.8691  3.4420
H  0.8111  2.8459  0.9141
H  1.7926  1.2659  1.7768
H  -2.3206  -3.8570  -2.2937
H  -3.6808  4.7584  -0.1221
H  -1.5444  -0.9833  5.5265
H  2.1560  -1.4109  -1.2643

As for the HOMO energy: -0.4998 Eh. Its net charge is +2. As for the energy above the lowest of the compared OMol25 structures with the same formula, charge and spin: 0.0 kJ/mol. The LUMO energy is -6.4 eV.

***

Record 3
C6H12O | the ωB97M-V functional and the def2-TZVPD basis

Positions of all 19 atoms, in Å:
O  1.3359  1.3922  0.9051
C  1.2711  0.7959  -0.1683
C  1.6651  1.6670  -1.2695
C  0.0714  -0.8553  0.5415
C  -2.4327  -0.6363  1.0401
C  -1.3237  -0.5940  0.0237
C  1.1785  -0.6718  -0.4512
H  -3.4439  -0.4492  0.6501
H  2.6771  1.3456  -1.5391
H  -1.4033  0.3851  -0.4408
H  0.9942  1.5931  -2.1213
H  -2.4011  -1.6172  1.5137
H  -2.1911  0.0998  1.8056
H  -1.6126  -1.3131  -0.7496
H  0.6611  -0.0330  1.8069
H  2.1174  -1.1624  -0.1683
H  0.1428  -1.8314  0.9583
H  1.7355  2.6728  -0.8515
H  0.9581  -0.8602  -1.5075

As for the HOMO energy: -0.3256 Eh. As for the energy above the lowest of the compared OMol25 structures with the same formula, charge and spin: 330.9 kJ/mol. The LUMO energy is 0.9 eV.

***

Record 4
C21H13F9N5O5S2Ti | the ωB97M-V functional and the def2-TZVPD basis

Positions of all 56 atoms, in Å:
Ti  -14.2235  5.9402  -1.4651
S  -17.4282  5.5006  -0.4885
S  -15.5092  3.7731  0.6969
F  -17.3872  7.5033  1.4296
F  -15.7244  4.3350  -3.6245
F  -14.0616  5.5499  -4.4201
F  -16.5716  1.3916  0.7970
F  -19.2781  6.4573  1.1504
F  -13.6838  3.8111  -3.0861
F  -14.7496  1.5060  -0.4398
F  -16.6309  2.2277  -1.2697
F  -18.5693  7.9468  -0.3145
O  -16.3145  6.1003  -1.3037
O  -18.5948  5.0004  -1.2096
O  -15.0349  3.4036  2.0005
O  -12.9573  6.4707  1.0468
O  -14.5049  4.3863  -0.2527
N  -12.9550  8.1509  -2.7845
N  -12.1479  6.1202  -2.0472
N  -13.8435  7.8629  -1.8682
N  -16.8367  4.6698  0.7975
N  -14.5092  8.1970  0.8258
C  -16.2004  10.7288  -2.1948
C  -14.7877  8.8701  -1.5407
C  -14.0417  8.9856  4.9686
C  -14.5082  4.9154  -3.2711
C  -15.1253  9.0629  -0.1479
C  -14.4890  8.5530  2.2298
C  -18.1886  6.9712  0.5235
C  -16.0608  10.0892  0.1662
C  -9.8304  6.4182  -3.4825
C  -11.9753  7.2334  -2.8165
C  -14.5633  7.7698  4.5452
C  -13.8434  10.0202  4.0525
C  -14.0693  9.8152  2.7014
C  -15.2173  9.8025  -2.5041
C  -13.7941  7.0601  0.3831
C  -14.8282  7.5693  3.1788
C  -9.9518  5.3914  -2.4977
C  -10.8043  7.3606  -3.6367
C  -11.1434  5.2303  -1.8608
C  -16.6304  10.8129  -0.8723
C  -15.8997  2.1157  -0.1339
H  -17.4280  11.5335  -0.6254
H  -10.7206  8.2689  -4.2299
H  -14.7386  6.9368  5.2327
H  -13.7775  9.1372  6.0285
H  -9.1141  4.7274  -2.3189
H  -14.7987  9.7568  -3.4990
H  -11.3652  4.4449  -1.1216
H  -13.4922  10.9896  4.3734
H  -16.3915  10.2975  1.1788
H  -13.8375  10.5921  2.0302
H  -8.9633  6.4656  -4.1188
H  -15.2721  6.6422  2.8278
H  -16.6202  11.3773  -2.9648

As for the HOMO energy (spin up / spin down): -0.2969 / -0.3139 Eh. The expectation value of S² is 1.028. Its spin multiplicity is 2. As for the energy above the lowest of the compared OMol25 structures with the same formula, charge and spin: 0.0 kJ/mol. The LUMO energy (spin up / spin down) is -1.9 / -2.1 eV.

***

Record 5
C7H14NO4P | the ωB97M-V functional and the def2-TZVPD basis

Positions of all 27 atoms, in Å:
P  -2.0406  0.0373  0.1781
O  4.9701  -0.9611  -1.8782
O  3.1800  0.2193  -1.8139
O  -0.6338  1.5802  -1.5864
O  -0.3407  -0.6700  -1.7549
N  4.3106  -0.3475  -1.1471
C  0.9986  -0.5350  -2.2199
C  -0.8738  0.4533  -1.1903
C  -1.1525  -2.4478  1.1529
C  1.9668  -0.1226  -1.1247
C  -2.2524  1.6557  1.0264
C  -0.9356  -0.9296  1.3128
C  -0.9865  2.2988  1.5795
H  -2.9469  1.4560  1.8408
H  -1.6779  -2.6887  0.2352
H  1.6369  0.7491  -0.5654
H  -0.3050  2.5953  0.7868
H  -0.4496  1.6259  2.2420
H  -1.1971  -0.6323  2.3241
H  2.1473  -0.9674  -0.4644
H  -2.7608  2.3064  0.3196
H  1.0847  0.1328  -3.0721
H  -1.2427  3.1998  2.1333
H  -1.7028  -2.8403  2.0019
H  1.2941  -1.5190  -2.5705
H  0.1053  -0.6857  1.1231
H  -0.1955  -2.9632  1.1312

As for the HOMO energy: -0.3266 Eh. As for the energy above the lowest of the compared OMol25 structures with the same formula, charge and spin: 428.1 kJ/mol. The LUMO energy is -0.1 eV.

***

Record 6
C29H27CsN3OPS | the ωB97M-V functional and the def2-TZVPD basis

Positions of all 63 atoms, in Å:
Cs  -1.2245  0.8342  1.4071
S  -3.8273  2.0201  0.0232
P  0.3474  -1.5829  -0.8752
O  -0.1464  1.9148  3.3233
N  -5.7524  3.7206  0.8491
N  -4.8608  2.5491  2.5572
N  -4.0894  1.5714  3.1728
C  0.4228  -3.5433  1.1165
C  3.7165  1.4734  0.0730
C  1.4941  -1.7829  -3.6015
C  1.3747  -5.7858  0.6783
C  3.7260  0.2136  0.6543
C  1.2736  -2.0276  -4.9618
C  1.6744  0.9199  -1.1109
C  1.6447  -4.0812  -0.9736
C  -2.8017  4.3953  3.6630
C  0.4112  -1.8635  -2.7143
C  0.6467  -4.9402  1.4606
C  2.7326  -0.7030  0.3344
C  -0.0332  4.2816  3.5258
C  -0.7470  3.0447  3.4822
C  0.5574  1.3425  -2.0363
C  -4.8165  2.7440  1.2856
C  -2.0771  5.5754  3.6937
C  -1.0480  -2.4579  -4.5822
C  -0.1950  -2.6838  1.9954
C  1.7129  -0.3747  -0.5575
C  -2.1775  3.1476  3.5719
C  2.9045  -1.4525  -3.1681
C  0.0236  -2.3615  -5.4584
C  -0.8448  -2.1990  -3.2353
C  -2.9528  1.8873  3.6551
C  1.9267  -5.3729  -0.5610
C  2.6939  1.8170  -0.8014
C  0.8959  -3.1728  -0.2182
C  -0.6792  5.4967  3.6260
H  0.5532  0.7524  -2.9551
H  -0.5758  -3.0238  2.9513
H  -2.5823  6.5315  3.7508
H  4.4828  2.1986  0.3204
H  3.0583  -0.3729  -3.0852
H  0.6438  2.3958  -2.2995
H  2.7306  -1.6935  0.7786
H  -2.4755  1.0885  4.2262
H  1.5214  -6.8102  1.0094
H  4.4985  -0.0548  1.3652
H  -6.0227  3.5544  -0.1085
H  -2.0369  -2.7164  -4.9420
H  2.1186  -1.9631  -5.6415
H  -6.5378  3.7666  1.4833
H  3.1503  -1.8768  -2.1955
H  1.9865  -3.7811  -1.9594
H  0.2341  -5.2937  2.4003
H  2.6634  2.8127  -1.2301
H  -3.8841  4.4195  3.6907
H  -0.2820  -1.6335  1.7761
H  -0.1097  -2.5466  -6.5188
H  3.6140  -1.8389  -3.9029
H  -1.6843  -2.2468  -2.5508
H  1.0482  4.2239  3.4603
H  -0.0904  6.4086  3.6377
H  -0.4186  1.1884  -1.5685
H  2.4908  -6.0529  -1.1855

As for the HOMO energy: -0.0235 Eh. Its net charge is -2. As for the energy above the lowest of the compared OMol25 structures with the same formula, charge and spin: 101.0 kJ/mol. The LUMO energy is 4.0 eV.